i) The following is a DFT calculation (wB97M-V/def2-TZVPD) of a structure of composition C40H49BBrF4GeNP2Pd.

```
! wB97M-V def2-TZVPD RIJCOSX def2/J DEFGRID3
* xyz 2 3
Pd -0.049 0.351 0.133
C -3.043 -0.547 2.381
C -1.796 -1.436 2.229
P -1.507 -1.836 0.470
C -2.982 -2.836 0.071
C -4.090 -2.360 -0.621
C -5.226 -3.148 -0.745
C -5.267 -4.409 -0.173
C -4.164 -4.890 0.523
C -3.028 -4.112 0.646
C -0.112 -2.975 0.361
C -0.029 -3.893 -0.688
C 1.084 -4.710 -0.811
C 2.117 -4.628 0.114
C 2.035 -3.725 1.165
C 0.934 -2.891 1.284
C -2.841 0.942 2.079
P -2.211 1.428 0.437
C -2.160 3.234 0.485
C -1.845 3.914 1.663
C -1.802 5.299 1.675
C -2.059 6.014 0.514
C -2.366 5.344 -0.663
C -2.417 3.961 -0.679
C -3.443 1.070 -0.830
C -3.064 0.552 -2.064
C -4.001 0.381 -3.075
C -5.328 0.711 -2.846
C -5.715 1.231 -1.615
C -4.776 1.428 -0.617
H -3.359 -0.616 3.423
H -3.872 -0.942 1.790
H -1.949 -2.385 2.749
H -0.922 -0.948 2.671
H -4.081 -1.379 -1.070
H -6.081 -2.769 -1.287
H -6.153 -5.021 -0.268
H -4.189 -5.875 0.970
H -2.176 -4.508 1.186
H -0.847 -3.994 -1.393
H 1.135 -5.429 -1.617
H 2.974 -5.282 0.029
H 2.822 -3.689 1.910
H 0.863 -2.206 2.122
H -2.148 1.364 2.806
H -3.788 1.476 2.197
H -1.632 3.383 2.578
H -1.572 5.819 2.595
H -2.027 7.095 0.529
H -2.577 5.900 -1.565
H -2.668 3.452 -1.603
H -2.034 0.284 -2.239
H -3.696 -0.017 -4.033
H -6.065 0.573 -3.625
H -6.748 1.499 -1.441
H -5.086 1.872 0.321
C 4.084 1.752 -1.769
C 4.519 2.927 -0.906
C 4.844 2.596 0.547
C 3.602 2.261 1.410
Ge 2.969 0.450 1.393
C 3.862 -0.844 2.498
C 5.333 -1.175 2.201
C 5.508 -2.146 1.041
C 4.985 -1.600 -0.276
H 3.798 2.078 -2.770
H 3.213 1.222 -1.364
H 4.890 1.030 -1.891
H 3.748 3.702 -0.909
H 5.401 3.380 -1.360
H 5.289 3.479 1.007
H 5.606 1.815 0.610
H 2.774 2.930 1.180
H 3.831 2.387 2.474
H 1.943 0.060 0.300
H 3.245 -1.742 2.551
H 3.782 -0.344 3.473
H 5.759 -1.610 3.107
H 5.900 -0.258 2.019
H 5.012 -3.092 1.283
H 6.569 -2.380 0.943
H 3.895 -1.461 -0.273
H 5.185 -2.264 -1.117
H 5.463 -0.645 -0.502
F 0.488 2.297 2.005
B 0.859 1.604 3.183
F 1.918 2.207 3.801
F -0.197 1.304 3.970
F 1.447 0.356 2.577
Br 0.830 2.895 -1.455
C 0.624 1.416 -2.597
C 0.777 1.567 -3.964
C 0.608 0.444 -4.757
C 0.305 -0.774 -4.162
C 0.170 -0.825 -2.791
N 0.325 0.257 -2.011
H 1.015 2.532 -4.383
H 0.720 0.518 -5.830
H 0.175 -1.672 -4.748
H -0.051 -1.751 -2.275
*
```

ii) The following is a DFT calculation (wB97M-V/def2-TZVPD) of a structure of composition C40H49BBrF4GeNP2Pd.

```
! wB97M-V def2-TZVPD RIJCOSX def2/J DEFGRID3
* xyz 2 3
Pd 0.002 0.289 0.082
C -3.091 -0.554 2.330
C -1.860 -1.449 2.130
P -1.623 -1.777 0.322
C -3.088 -2.874 0.125
C -4.303 -2.472 -0.409
C -5.409 -3.303 -0.303
C -5.303 -4.529 0.330
C -4.082 -4.936 0.846
C -2.972 -4.120 0.744
C -0.244 -2.927 0.017
C -0.369 -3.782 -1.082
C 0.680 -4.603 -1.448
C 1.866 -4.565 -0.731
C 1.997 -3.716 0.357
C 0.955 -2.883 0.728
C -2.852 0.933 2.048
P -2.163 1.352 0.386
C -2.123 3.173 0.356
C -1.774 3.934 1.470
C -1.761 5.315 1.381
C -2.084 5.945 0.190
C -2.423 5.191 -0.925
C -2.425 3.811 -0.850
C -3.514 1.016 -0.795
C -3.293 0.298 -1.965
C -4.321 0.111 -2.876
C -5.576 0.638 -2.615
C -5.800 1.363 -1.453
C -4.771 1.567 -0.551
H -3.404 -0.636 3.374
H -3.912 -0.925 1.707
H -2.019 -2.410 2.631
H -0.983 -0.979 2.569
H -4.400 -1.521 -0.910
H -6.355 -2.978 -0.706
H -6.166 -5.170 0.416
H -3.994 -5.888 1.344
H -2.022 -4.449 1.142
H -1.306 -3.819 -1.627
H 0.570 -5.270 -2.289
H 2.683 -5.206 -1.016
H 2.913 -3.715 0.926
H 1.057 -2.239 1.591
H -2.161 1.345 2.788
H -3.803 1.465 2.150
H -1.500 3.452 2.394
H -1.511 5.902 2.250
H -2.067 7.020 0.120
H -2.694 5.677 -1.848
H -2.682 3.223 -1.720
H -2.312 -0.123 -2.162
H -4.151 -0.450 -3.783
H -6.375 0.488 -3.322
H -6.774 1.783 -1.257
H -4.938 2.166 0.332
C 4.661 1.828 -1.487
C 4.944 3.127 -0.747
C 5.040 2.952 0.767
C 3.720 2.648 1.444
Ge 3.123 0.660 1.426
C 3.916 -0.718 2.766
C 5.363 -1.136 2.599
C 5.603 -2.165 1.499
C 5.275 -1.628 0.116
H 4.570 2.018 -2.552
H 3.733 1.358 -1.141
H 5.475 1.123 -1.343
H 4.168 3.858 -0.980
H 5.892 3.527 -1.107
H 5.396 3.893 1.196
H 5.782 2.188 1.015
H 2.906 3.259 1.048
H 3.793 2.797 2.524
H 1.605 -0.055 0.129
H 3.248 -1.580 2.776
H 3.792 -0.150 3.689
H 5.673 -1.574 3.552
H 5.999 -0.263 2.440
H 5.019 -3.063 1.707
H 6.653 -2.454 1.520
H 4.204 -1.416 0.009
H 5.552 -2.348 -0.647
H 5.835 -0.711 -0.068
F 0.618 1.990 1.893
B 0.811 1.225 3.068
F 2.071 1.498 3.555
F -0.183 1.351 3.940
F 0.897 -0.115 2.544
Br 0.956 2.723 -1.352
C 0.655 1.356 -2.640
C 0.776 1.602 -3.997
C 0.528 0.550 -4.868
C 0.159 -0.683 -4.345
C 0.067 -0.828 -2.971
N 0.316 0.176 -2.132
H 1.044 2.584 -4.347
H 0.628 0.700 -5.932
H -0.055 -1.521 -4.987
H -0.205 -1.772 -2.512
*
```

Best to worst by energy: i), ii).

i) The following is a DFT calculation (wB97M-V/def2-TZVPD) of the molecule C2H3FO2S.

```
! wB97M-V def2-TZVPD RIJCOSX def2/J DEFGRID3
* xyz 0 1
C 0.566 2.747 1.011
C 1.562 -0.728 0.107
O 0.238 2.998 2.114
O -0.311 0.028 1.677
F 0.750 -1.742 -0.189
S 0.234 0.706 0.544
H 0.634 3.392 0.200
H 2.020 -0.920 1.105
H 2.309 -0.336 -0.758
*
```

ii) The following is a DFT calculation (wB97M-V/def2-TZVPD) of the molecule C2H3FO2S.

```
! wB97M-V def2-TZVPD RIJCOSX def2/J DEFGRID3
* xyz 0 1
C 0.248 -1.017 0.122
C 0.966 0.300 -0.035
O -1.080 -0.894 -0.192
O 0.847 -2.030 0.463
F -2.255 1.411 0.711
S -2.198 0.504 -0.643
H 1.070 0.534 -1.224
H 1.927 0.159 0.380
H 0.475 1.033 0.418
*
```

Best to worst by energy: ii), i).

i) The following is a DFT calculation (wB97M-V/def2-TZVPD) of the molecule C15H19NO.

```
! wB97M-V def2-TZVPD RIJCOSX def2/J DEFGRID3
* xyz 0 1
C 0.716 2.297 0.427
H -0.120 2.965 0.236
H 0.570 1.801 1.381
H 1.615 2.903 0.508
C 0.871 1.282 -0.718
C 1.905 0.255 -0.336
C 3.208 0.734 -0.217
C 4.266 -0.071 0.147
C 4.033 -1.416 0.391
C 2.761 -1.914 0.250
C 1.662 -1.107 -0.112
C 0.434 -1.846 -0.241
N -0.824 -1.548 -0.393
O -1.666 -2.486 -0.464
C -1.356 -0.160 -0.406
C -0.458 0.742 -1.255
H -0.249 0.202 -2.184
H -1.051 1.621 -1.522
C -2.789 -0.188 -0.996
H -2.976 -1.185 -1.396
H -2.905 0.533 -1.803
C -3.752 0.089 0.164
H -3.998 1.152 0.211
H -4.679 -0.473 0.066
C -2.950 -0.312 1.396
H -2.911 -1.399 1.473
H -3.353 0.096 2.322
C -1.568 0.243 1.064
H -0.782 -0.139 1.715
H -1.603 1.329 1.137
H 0.569 -2.921 -0.184
H 2.589 -2.966 0.424
H 4.843 -2.071 0.676
H 5.261 0.340 0.231
H 3.395 1.777 -0.428
H 1.292 1.842 -1.565
*
```

ii) The following is a DFT calculation (wB97M-V/def2-TZVPD) of the molecule C15H19NO.

```
! wB97M-V def2-TZVPD RIJCOSX def2/J DEFGRID3
* xyz 0 1
C -0.732 -1.398 -1.613
H 0.259 -1.837 -1.722
H -0.835 -0.582 -2.323
H -1.482 -2.156 -1.829
C -0.933 -0.881 -0.174
C 0.111 0.101 0.126
C 0.972 0.877 0.436
C 2.125 1.719 0.734
N 3.394 1.080 0.441
C 3.611 0.809 -0.975
H 4.035 1.695 -1.455
C 4.558 -0.385 -0.992
H 5.576 -0.057 -0.783
H 4.544 -0.915 -1.943
C 4.028 -1.218 0.171
H 3.135 -1.762 -0.141
H 4.755 -1.931 0.554
C 3.659 -0.145 1.199
H 4.503 0.047 1.873
H 2.798 -0.442 1.804
H 2.671 0.551 -1.488
H 2.113 1.989 1.795
H 2.066 2.640 0.144
C -2.304 -0.236 -0.065
C -3.366 -0.931 0.492
C -4.621 -0.351 0.554
C -4.825 0.923 0.056
C -3.766 1.620 -0.503
C -2.510 1.044 -0.564
H -1.683 1.592 -0.992
H -3.918 2.616 -0.891
H -5.805 1.375 0.104
H -5.443 -0.899 0.993
H -3.198 -1.922 0.883
O -0.864 -1.960 0.750
H 0.027 -2.323 0.724
*
```

Best to worst by energy: i), ii).

i) The following is a DFT calculation (wB97M-V/def2-TZVPD) of the ion C2H5N2 with charge +1.

```
! wB97M-V def2-TZVPD RIJCOSX def2/J DEFGRID3
* xyz 1 1
C 0.442 -0.292 0.876
C 0.500 -0.162 -0.697
N -0.747 -0.371 -1.275
N -0.405 0.260 1.575
H 0.867 0.844 -0.805
H 1.410 -0.720 -1.048
H -0.733 -0.762 -2.196
H -0.391 0.298 2.561
H -0.943 0.904 1.009
*
```

ii) The following is a DFT calculation (wB97M-V/def2-TZVPD) of a structure of composition C2H5N2.

```
! wB97M-V def2-TZVPD RIJCOSX def2/J DEFGRID3
* xyz 1 1
C -0.187 0.295 0.486
C -1.354 -0.454 0.232
N 2.249 -0.027 -0.665
N 1.218 0.473 -0.698
H 0.112 1.271 0.918
H -2.012 0.188 -0.358
H -1.932 -0.493 1.205
H -1.166 -1.462 0.183
H 3.072 0.210 -1.302
*
```

Best to worst by energy: i), ii).